(1)
{
  "formula": "HIS2",
  "method": "ωB97M-V with the def2-TZVPD basis set",
  "relative_energy_kj_mol": 40.6,
  "total_energy_ha": -1094.58712,
  "gap_ha": [0.2656, 0.2277],
  "e_lumo_ev": [0.186, -3.280],
  "total_charge": 0,
  "multiplicity": 3,
  "largest_force_ev_per_a": 2.276,
  "homo_energy_ev": [-7.04, -9.47],
  "species": ["S", "S", "I", "H"],
  "positions_angstrom": [[-1.037, -0.341, -0.717], [0.459, -0.900, 0.597], [2.263, 0.681, 0.001], [-1.684, 0.560, 0.119]],
  "atomic_forces_ev_per_a": [[-0.5, 0.5, 0.7], [-1.8, -1.2, 0.3], [1.8, 1.4, -0.4], [0.5, -0.7, -0.6]]
}



(2)
{
  "formula": "HN2O3S",
  "method": "ωB97M-V with the def2-TZVPD basis set",
  "relative_energy_kj_mol": 412.7,
  "total_energy_ha": -733.95894,
  "gap_ha": 0.3161,
  "smiles": "N=[S@@](=O)([O-])N=O",
  "e_lumo_ev": 3.978,
  "total_charge": -1,
  "largest_force_ev_per_a": 4.484,
  "homo_energy_ev": -4.62,
  "species": ["N", "S", "O", "O", "N", "O", "H"],
  "positions_angstrom": [[-0.054, 0.324, -0.463], [-1.462, 0.666, 0.059], [-1.755, 0.430, 1.479], [-1.835, 1.939, -0.604], [-2.753, -0.606, -0.141], [-2.170, -1.694, -0.385], [0.052, -0.550, -0.085]],
  "atomic_forces_ev_per_a": [[-1.4, 1.6, -0.7], [0.1, 2.5, -1.2], [0.5, 0.9, 0.5], [-0.7, -1.5, 1.5], [2.4, -3.2, -1.9], [-2.2, 2.8, 0.7], [1.3, -3.1, 1.2]]
}



(3)
{
  "formula": "HN2O5S2",
  "method": "ωB97M-V with the def2-TZVPD basis set",
  "relative_energy_kj_mol": 19.7,
  "total_energy_ha": -1282.59210,
  "gap_ha": [0.2855, 0.2855],
  "e_lumo_ev": [1.578, 1.578],
  "total_charge": -1,
  "largest_force_ev_per_a": 6.617,
  "homo_energy_ev": [-6.19, -6.19],
  "species": ["N", "N", "O", "O", "O", "O", "O", "S", "S", "H"],
  "positions_angstrom": [[0.150, -1.008, 0.676], [-0.627, -2.018, 0.754], [-1.391, -1.983, 1.756], [1.845, 2.204, -0.250], [-0.664, -2.884, -0.037], [-0.382, 1.559, 0.351], [0.110, 2.608, -1.938], [0.785, -0.247, -1.392], [0.568, 1.828, -0.790], [-0.394, -0.059, 0.868]],
  "atomic_forces_ev_per_a": [[2.3, 5.7, -2.6], [-3.8, 0.0, 2.5], [0.6, -0.1, -0.2], [0.6, 0.2, -0.5], [0.7, -2.6, -2.4], [0.3, 0.9, -2.0], [0.1, -1.2, 1.0], [-1.0, -1.1, 2.2], [-1.1, -0.2, 2.1], [1.3, -1.6, -0.2]]
}



(4)
{
  "formula": "HN3O4",
  "method": "ωB97M-V with the def2-TZVPD basis set",
  "relative_energy_kj_mol": 105.2,
  "total_energy_ha": -465.60014,
  "gap_ha": 0.4109,
  "smiles": "O=[N+]([O-])O.N#[N+][O-]",
  "e_lumo_ev": -0.019,
  "total_charge": 0,
  "largest_force_ev_per_a": 3.036,
  "homo_energy_ev": -11.20,
  "species": ["O", "N", "O", "O", "H", "N", "N", "O"],
  "positions_angstrom": [[-0.691, -1.805, 1.665], [-0.552, -1.186, 0.662], [-0.172, -1.559, -0.409], [-0.648, 0.196, 0.814], [0.009, 0.760, 0.418], [1.750, -0.954, -0.886], [2.268, -1.835, -1.287], [2.764, -2.775, -1.748]],
  "atomic_forces_ev_per_a": [[-0.8, -0.1, 0.4], [2.4, 0.7, -0.5], [-2.8, -0.8, 0.0], [-2.3, 0.1, 1.8], [1.1, -0.6, -1.2], [1.2, 2.7, 0.6], [0.2, -0.1, -0.4], [1.0, -2.0, -0.8]]
}



(5)
{
  "formula": "HN4P",
  "method": "ωB97M-V with the def2-TZVPD basis set",
  "relative_energy_kj_mol": 119.4,
  "total_energy_ha": -560.82219,
  "gap_ha": 0.3304,
  "e_lumo_ev": -0.792,
  "total_charge": 0,
  "largest_force_ev_per_a": 3.166,
  "homo_energy_ev": -9.78,
  "species": ["N", "N", "N", "N", "P", "H"],
  "positions_angstrom": [[-0.294, 0.801, 1.103], [0.565, -0.041, 1.368], [-0.656, 0.652, -0.193], [1.219, -0.911, 1.021], [-0.016, -0.463, -1.121], [-0.818, -0.038, -2.179]],
  "atomic_forces_ev_per_a": [[-1.8, 2.4, 0.9], [2.0, -2.4, -0.6], [-0.7, 0.6, -0.2], [0.3, 0.0, 0.8], [0.4, -0.6, -0.3], [-0.2, 0.0, -0.5]]
}



(6)
{
  "formula": "HN5",
  "method": "ωB97M-V with the def2-TZVPD basis set",
  "relative_energy_kj_mol": 252.2,
  "total_energy_ha": -274.20983,
  "gap_ha": 0.3546,
  "e_lumo_ev": 0.298,
  "total_charge": 0,
  "largest_force_ev_per_a": 4.170,
  "homo_energy_ev": -9.35,
  "species": ["N", "N", "N", "N", "N", "H"],
  "positions_angstrom": [[0.549, -0.754, 2.030], [0.030, -0.139, 1.257], [0.530, -0.691, -1.244], [-0.527, 0.577, 0.495], [-0.125, 0.171, -0.895], [-0.457, 0.837, -1.642]],
  "atomic_forces_ev_per_a": [[0.5, -0.7, 0.3], [1.3, -1.3, 2.4], [2.3, -3.5, -0.1], [-2.2, 2.6, -1.7], [-1.2, 2.6, -2.6], [-0.6, 0.3, 1.7]]
}